(1)
DFT (ωB97M-V/def2-TZVPD) results for a molecular structure, C9H12BrO9Pd at a distorted geometry.

The molar mass comes out at 450.5 g/mol. The HOMO energy (alpha / beta) is -8.423 / -10.252 eV. As for the spin multiplicity: 4. The value obtained for the lowest unoccupied orbital energy (alpha / beta) is -0.0090 / -0.1773 hartree.

The geometry in XYZ format:
```
32
Properties=species:S:1:pos:R:3:lowdin_charge:R:1
Pd -1.04 -0.71 -5.04 0.3740
Br -0.77 -0.02 -2.48 -0.0798
C 1.98 1.82 -0.44 -0.1825
C 2.33 3.28 -0.43 -0.1051
O 1.08 3.74 0.14 0.0421
C 0.62 2.82 1.00 -0.5148
O -0.20 3.02 1.90 0.1385
O 1.15 1.60 0.68 0.0688
H 2.96 1.37 -0.58 0.1334
H 1.48 1.57 -1.37 0.0765
H 2.53 3.88 -1.32 0.1404
H 3.07 3.53 0.32 0.1337
C -2.18 -0.48 1.00 -0.1157
C -3.61 -0.37 0.53 -0.1221
O -4.11 0.82 1.13 0.0836
C -3.44 1.09 2.19 -0.5780
O -3.69 2.05 2.88 0.1490
O -2.27 0.34 2.21 0.0440
H -1.46 -0.03 0.31 0.0557
H -1.87 -1.51 1.16 0.1290
H -4.35 -1.10 0.88 0.1371
H -3.56 -0.31 -0.56 0.1118
C 1.35 -3.54 -0.70 -0.1464
C 1.87 -2.25 -1.26 -0.2003
O 1.71 -1.37 -0.22 0.0223
C 1.42 -1.97 0.97 -0.4662
O 1.20 -1.45 2.07 0.1488
O 1.33 -3.30 0.68 0.0567
H 1.97 -4.37 -1.03 0.1365
H 0.30 -3.68 -0.96 0.1317
H 1.28 -1.95 -2.12 0.0629
H 2.89 -2.54 -1.54 0.1343
```

=====

(2)
DFT (ωB97M-V/def2-TZVPD) results for a molecular structure, C7H6NNdO6 at a distorted geometry.

Its net charge is +2. The molar mass comes out at 344.4 g/mol. The HOMO energy (alpha / beta) is -16.063 / -16.143 eV. As for the spin multiplicity: 4. The value obtained for the lowest unoccupied orbital energy (alpha / beta) is -0.3299 / -0.3291 hartree. Its energy above the lowest of the compared OMol25 structures with the same formula, charge and spin is 0.0000 eV.

The geometry in XYZ format:
```
21
Properties=species:S:1:pos:R:3:lowdin_charge:R:1
O -1.59 -1.64 -4.15 0.0934
C -2.17 -0.71 -3.77 0.0647
Nd -1.18 1.01 0.16 1.8302
O -0.53 -2.47 -1.07 0.2004
C -0.91 -1.40 -0.79 -0.1746
C -1.38 1.57 -2.20 -0.2323
O -1.30 2.61 -1.49 -0.1691
C -3.33 -0.55 -0.64 -0.0471
O -4.25 -1.20 -0.89 0.1719
C 0.22 -0.02 -1.75 -0.2062
O 0.93 -0.61 -2.47 0.1826
H -1.83 1.48 -3.22 0.0681
C 2.47 -0.54 1.87 0.0333
C 1.50 0.52 2.25 -0.4730
N 1.51 1.02 3.48 0.2537
O 0.65 0.95 1.41 -0.2459
H 3.25 -0.62 2.66 0.1127
H 2.99 -0.32 0.91 0.1232
H 1.98 -1.53 1.79 0.1202
H 0.81 1.71 3.72 0.1452
H 2.16 0.75 4.20 0.1485
```

=====

(3)
DFT (ωB97M-V/def2-TZVPD) results for 2 unconnected molecules or ions with the total composition C3H12N2O at a distorted geometry.

The molar mass comes out at 92.1 g/mol. The HOMO energy is -8.702 eV. As for the spin multiplicity: 1. The value obtained for the lowest unoccupied orbital energy is 0.0250 hartree. Its energy above the lowest of the compared OMol25 structures with the same formula, charge and spin is 2.6895 eV.

The geometry in XYZ format:
```
18
Properties=species:S:1:pos:R:3:lowdin_charge:R:1
C -1.25 -1.22 -0.83 -0.0566
C -0.30 -0.76 0.20 -0.4682
N 0.74 0.14 -0.43 0.0162
C 0.25 -1.83 1.11 -0.2117
N 0.29 -1.41 2.56 -0.0050
H -1.06 -0.76 -1.69 0.0207
H -1.05 -2.31 -0.77 0.0996
H -2.19 -0.67 -0.74 0.0921
H -0.69 -0.05 0.91 0.1015
H 0.56 0.95 -0.92 0.0174
H 1.61 0.25 0.19 0.0927
H 1.26 -2.24 0.73 0.1424
H -0.33 -2.79 1.24 0.1146
H 0.90 -0.87 3.03 -0.0001
H -0.48 -1.09 3.08 0.0453
O 0.54 4.79 -2.93 -0.0154
H 0.40 5.61 -2.49 0.0185
H 0.82 4.24 -2.24 -0.0038
```

=====

(4)
DFT (ωB97M-V/def2-TZVPD) results for a molecular structure, C30H21GaN6 at a distorted geometry.

Its net charge is +2. The molar mass comes out at 535.3 g/mol. The HOMO energy is -11.302 eV. As for the spin multiplicity: 1. The value obtained for the lowest unoccupied orbital energy is -0.2848 hartree.

The geometry in XYZ format:
```
58
Properties=species:S:1:pos:R:3:lowdin_charge:R:1
Ga -1.30 -0.07 -1.01 0.9308
C -3.10 3.92 -0.86 0.0119
C -4.42 3.70 -1.23 0.0166
C -4.83 2.41 -1.51 0.0429
C -3.92 1.36 -1.40 -0.1781
N -2.66 1.60 -1.02 0.0324
C -2.25 2.84 -0.78 -0.0758
C -4.25 -0.05 -1.67 -0.1761
C -5.50 -0.46 -2.12 0.0434
C -5.73 -1.81 -2.36 0.0188
C -4.69 -2.71 -2.16 0.0109
C -3.48 -2.23 -1.71 -0.0733
N -3.26 -0.94 -1.46 0.0539
H -2.74 4.92 -0.64 0.1292
H -5.12 4.52 -1.30 0.1346
H -5.85 2.23 -1.82 0.1227
H -1.21 2.95 -0.50 0.0962
H -6.29 0.25 -2.29 0.1236
H -6.69 -2.14 -2.71 0.1356
H -4.83 -3.77 -2.35 0.1310
H -2.65 -2.91 -1.53 0.1167
C 0.62 -3.78 -2.22 -0.0172
C -0.08 -2.59 -2.15 -0.1517
N -0.25 -1.95 -0.98 -0.0460
C 0.27 -2.46 0.13 -0.0759
C 1.01 -3.65 0.16 -0.1885
C 1.16 -4.32 -1.07 0.0356
C 1.45 -4.22 1.41 -0.0603
C 2.00 -3.52 2.45 -0.0289
C 2.49 -2.21 2.33 -0.3124
C 2.97 -1.40 3.41 -0.0064
C 3.20 -0.09 3.22 -0.0444
N 2.68 0.50 1.98 -0.0229
C 3.00 -0.51 0.88 -0.0870
N 2.77 -1.73 1.09 0.1074
H 0.73 -4.28 -3.17 0.1231
H -0.52 -2.12 -3.03 0.1138
H 0.06 -1.92 1.04 0.1308
H 1.73 -5.24 -1.10 0.1352
H 1.30 -5.28 1.51 0.1142
H 2.13 -4.01 3.40 0.1220
H 3.26 -1.86 4.35 0.1275
H 3.65 0.59 3.91 0.1140
H 3.45 -0.13 -0.02 0.1377
N 6.64 4.95 2.15 0.2143
C 5.67 4.42 1.85 -0.1612
C 4.48 3.75 1.47 -0.1810
C 3.63 4.35 0.54 0.0187
C 2.48 3.69 0.13 0.0153
C 2.18 2.44 0.65 -0.1696
C 3.05 1.84 1.58 -0.1351
C 4.19 2.48 1.99 0.0779
C 1.04 1.71 0.24 -0.0869
C 0.10 0.96 0.03 -0.0218
H 3.87 5.32 0.13 0.1357
H 1.82 4.14 -0.60 0.1268
H 1.65 0.50 2.02 0.1631
H 4.87 2.03 2.69 0.1363
```

=====

(5)
DFT (ωB97M-V/def2-TZVPD) results for a gas-phase ion, C6H6NO6S (charge -1) at a distorted geometry.

Its net charge is -1. The molar mass comes out at 220.2 g/mol. The HOMO energy is -5.534 eV. As for the spin multiplicity: 1. The value obtained for the lowest unoccupied orbital energy is 0.1268 hartree. Its energy above the lowest of the compared OMol25 structures with the same formula, charge and spin is 2.6674 eV.

The geometry in XYZ format:
```
20
Properties=species:S:1:pos:R:3:lowdin_charge:R:1
O 0.14 2.81 0.43 0.0698
N -0.63 1.87 0.45 -0.3764
O -1.81 1.95 0.75 0.0605
C -0.07 0.61 0.14 -0.2850
S 0.57 0.02 1.90 0.4831
O -0.61 0.16 2.75 -0.3305
O 1.04 -1.32 1.67 -0.3148
O 1.71 0.91 2.08 -0.3432
C 1.28 0.71 -0.86 0.0553
C 1.53 -0.42 -1.53 -0.0988
C 0.66 -1.60 -1.43 -0.0897
C -0.47 -1.65 -0.72 -0.0394
C -1.07 -0.44 -0.09 -0.3279
O -2.21 0.12 -0.84 -0.0583
H 1.75 1.64 -0.73 0.0822
H 2.42 -0.27 -2.10 0.0879
H 1.03 -2.63 -1.79 0.1257
H -0.94 -2.58 -0.66 0.0924
H -1.61 -0.61 0.91 0.1561
H -2.73 0.73 -0.32 0.0511
```

=====

> Number 3 is which compound?

C3H12N2O